{"formula": "C48H44FeIN3O4P2S2Se2", "method": "ωB97M-V/def2-TZVPD", "spin_multiplicity": 5, "e_tot_ha": -10164.274227, "s2": 6.01, "homo_energy_ev": [-7.39, -7.42], "lumo_energy_ev": [-0.32, -0.37], "species": ["C", "H", "S", "C", "O", "C", "C", "C", "H", "H", "O", "H", "C", "H", "H", "H", "C", "I", "H", "C", "H", "H", "H", "C", "H", "C", "C", "H", "O", "Se", "H", "H", "C", "H", "C", "H", "C", "H", "H", "C", "C", "H", "C", "H", "O", "H", "H", "N", "C", "H", "C", "H", "C", "C", "C", "C", "C", "C", "C", "C", "S", "H", "Fe", "C", "P", "H", "H", "H", "P", "C", "C", "C", "H", "H", "C", "C", "H", "C", "C", "H", "C", "C", "C", "C", "C", "H", "H", "N", "C", "C", "H", "C", "H", "C", "H", "H", "H", "C", "Se", "H", "C", "H", "H", "H", "N", "C", "C"], "xyz": [[2.8461, -1.9814, 4.6673], [5.6032, -0.6979, -4.1568], [-3.2497, 0.5694, -3.9590], [-0.1868, -3.9074, 0.0156], [-1.6258, -1.3241, 0.2026], [5.3610, -1.0766, -2.0627], [2.8274, 1.0549, 0.3794], [-1.0031, -4.9580, -0.3590], [-3.1835, 4.2588, 1.1219], [-5.1941, 2.7725, 1.2863], [-1.2870, -1.2147, -5.3438], [5.3799, -5.6746, 0.5531], [1.0015, -3.6459, -0.6614], [2.2373, -1.3372, 5.2847], [1.3246, 0.6488, -7.7752], [-0.4886, 4.7012, 5.0502], [1.9654, 2.4350, -1.2102], [0.7111, -1.2109, 2.7589], [-2.7390, -3.8979, -3.8833], [-3.3032, 0.0226, 3.1407], [5.8437, -5.2415, 2.9504], [2.6306, 0.3053, 1.1338], [2.5146, 1.5259, -5.7781], [0.1286, 3.6359, 3.2891], [-4.0930, -0.7056, 3.2504], [4.6481, -3.5219, 4.4959], [-2.5931, -2.8289, -4.0232], [-1.9312, -5.1208, 0.1655], [-0.7990, 1.2085, -5.2208], [-0.6954, 4.0930, -0.4313], [-0.3124, -4.3708, -4.8842], [0.5457, 2.3204, 1.6382], [-1.2157, 1.7342, 2.6798], [4.8467, -1.5144, -0.0352], [-2.1654, 2.8844, -0.1693], [1.7385, 0.3657, -4.6794], [-4.3637, 1.3240, -0.0724], [4.1577, -2.4848, 6.2928], [-3.1981, 0.0613, -1.3629], [4.9373, -1.0439, -3.3809], [4.1060, 1.5487, 0.1922], [4.9272, 1.1644, 0.7759], [-0.1066, 2.5724, 2.4636], [-2.2684, -2.3914, -3.0780], [-3.3592, -2.1778, 1.3148], [-0.4366, 0.4174, -7.7437], [0.5956, -2.9153, -5.3043], [1.7679, 1.4810, -0.3055], [3.1006, -3.2039, 1.0890], [-0.0164, -3.1409, -3.6537], [-1.5295, -2.5985, -5.0837], [-1.8736, -2.9801, -6.0559], [5.0833, -4.6861, 2.4202], [4.5070, -1.4961, -1.0616], [4.8314, -4.9213, 1.1006], [2.7792, -1.8246, -2.6876], [-3.1175, 1.0530, 4.0173], [0.3864, 1.3879, -5.9975], [3.6432, -1.4319, -3.6917], [0.4730, 0.3945, -7.1479], [-0.1436, -0.3604, -2.7399], [-1.2599, -6.6093, -1.7032], [-0.3229, 0.1547, -0.4722], [3.2072, -1.8934, -1.3661], [1.9806, -2.2139, -0.0421], [0.8421, -6.1616, -2.9191], [-0.4931, -3.2728, 0.8296], [3.2849, 3.8115, -2.1735], [-1.3926, 0.0316, -4.3309], [3.8614, -4.1584, 0.4450], [-2.5131, -1.3252, 1.1083], [3.2866, -2.9996, 2.4884], [2.2581, -4.2738, -2.2968], [3.7217, -4.3228, -0.6129], [0.5502, -5.5328, -2.0873], [-1.7484, 3.0302, 4.6658], [6.3630, -0.7671, -1.8075], [-0.2276, -3.3012, -4.7072], [1.6477, 1.3380, -5.1501], [0.2498, 2.4057, -6.3922], [3.2034, 3.0130, -1.4516], [-3.2302, 0.9717, -0.7808], [-3.2353, 3.3107, 0.6054], [3.9291, -2.6436, 5.2506], [-2.4235, -0.1130, 2.0500], [1.6146, 2.0949, -4.3672], [5.2696, 3.0149, -0.8715], [-1.4315, 0.7171, 1.8184], [4.2976, 2.5654, -0.7327], [-4.3475, 2.4915, 0.6775], [5.4636, -4.0860, 4.9266], [4.3436, -3.7235, 3.1333], [-5.2374, 0.6934, -0.1074], [-2.0474, 1.9513, 3.8101], [3.3082, -1.4301, -4.7197], [0.9586, 4.2998, 3.0982], [-3.7629, 1.1828, 4.8766], [2.5232, -2.1639, 3.3444], [0.4051, 3.1059, -2.1599], [-3.5373, -2.3771, -4.3188], [-0.6311, -5.7812, -1.4090], [0.6139, -0.6134, -6.7656], [-2.3555, 3.1769, 5.5453], [1.7552, -2.0727, -2.9171], [-2.1239, 1.7173, -0.7940], [1.3588, -4.4681, -1.7271], [-0.6995, 3.8669, 4.3977]]}


{"formula": "C48H45N4S4Sc", "method": "ωB97M-V/def2-TZVPD", "charge": 2, "e_tot_ha": -4428.279544, "relative_energy_kj_mol": 218.3, "homo_energy_ev": -12.47, "lumo_energy_ev": -6.04, "species": ["C", "H", "C", "C", "H", "C", "C", "C", "C", "H", "C", "H", "C", "C", "H", "C", "H", "C", "C", "H", "N", "C", "H", "N", "C", "C", "H", "N", "H", "S", "N", "H", "C", "H", "C", "Sc", "H", "C", "H", "S", "C", "H", "H", "H", "H", "C", "H", "C", "H", "C", "H", "C", "C", "C", "C", "C", "C", "C", "H", "H", "H", "C", "H", "C", "H", "C", "C", "H", "C", "S", "H", "H", "H", "H", "C", "H", "C", "C", "C", "C", "H", "H", "C", "H", "H", "H", "S", "H", "C", "C", "H", "C", "C", "H", "C", "C", "C", "H", "H", "H", "H", "H"], "xyz": [[-2.9793, 1.9240, -4.0626], [-1.5444, 5.1934, -2.8506], [-5.3249, 4.1574, -6.0397], [3.3347, -4.5543, 2.0301], [-2.6983, 1.3177, -4.9252], [2.3173, -0.4767, 1.6937], [-4.7651, 3.5427, -3.3881], [3.0590, -3.1145, 1.8803], [-1.0447, 2.1899, -2.5438], [0.9192, -0.8007, -4.9259], [-0.6500, 7.7094, -0.2552], [5.2913, -7.2383, 2.4363], [4.0954, 0.2345, 3.2085], [3.4016, -1.0916, -2.5673], [3.6805, -3.5980, -1.0728], [-0.1460, 6.4875, -0.6719], [-2.3736, 3.7826, 2.1840], [-4.3382, 3.2273, -5.7350], [4.4462, -6.5749, 2.3138], [-0.5079, 5.5703, -0.2099], [1.6619, -1.3959, 0.9374], [-1.2118, 3.7160, -4.3821], [-0.1155, 0.3654, -4.1276], [0.5424, 1.0515, 1.2013], [-5.7468, 4.4751, -3.6902], [0.3592, -3.1889, -1.9602], [3.4190, -0.0149, -2.3771], [-1.7322, 2.5969, -3.5747], [3.1094, -4.5558, -2.4280], [2.0670, -5.7074, 2.0691], [0.3105, 4.2018, -2.5763], [1.9480, 4.6153, -1.3463], [0.8041, -1.0908, -2.7859], [-1.4114, 7.7447, 0.5148], [2.0424, -1.7003, -2.3557], [0.6295, -0.2442, -0.7213], [-6.3055, 4.9511, -2.8939], [4.5477, -5.1608, 2.1792], [-3.1614, 6.2445, 2.6760], [1.5649, 2.1647, -1.5130], [1.7736, -2.9763, -1.9022], [3.7381, -1.2225, -3.5995], [4.0758, 2.2491, 3.8526], [-1.4002, -4.4151, -1.7283], [2.3818, -4.7735, -0.8479], [0.8320, 6.4375, -1.6635], [4.9911, -0.0213, 3.7620], [0.2704, 2.9308, -2.2527], [-1.1121, 7.8304, 3.1216], [0.8109, -0.2022, -4.0167], [4.1562, -1.5477, -1.9230], [3.1558, -7.0033, 2.2643], [2.0074, -2.6661, 1.0629], [-1.0815, 6.7765, 2.8783], [-0.3337, 4.4707, 2.3979], [-1.6921, 4.6084, 2.3577], [3.4341, -0.8010, 2.4542], [-0.1698, 8.8894, -0.8170], [-3.3116, 1.2616, -3.2744], [2.0660, 5.2677, -2.9725], [-5.5509, 4.3862, -7.0733], [-2.1250, 5.9375, 2.6340], [-2.3745, -1.7588, -2.2356], [1.7381, 0.8353, 1.8045], [-1.7557, -1.1893, -3.7786], [-0.3291, -4.4530, -1.5321], [-1.6516, -1.9718, -3.0258], [4.6423, -2.4451, 3.1484], [2.7841, -4.0220, -1.5304], [0.4148, 5.9693, 2.7646], [0.0770, -5.3187, -2.0605], [-1.9603, -2.9111, -3.4903], [2.0700, 7.5809, -2.9954], [-3.8008, 2.7283, -6.5358], [1.6876, 3.0225, 2.7689], [2.1457, 3.7874, 3.3895], [0.4474, 3.2319, 2.2120], [-0.7312, 4.7819, -3.4483], [1.3068, 7.6161, -2.2241], [-6.0255, 4.7828, -5.0173], [-0.4134, 3.3471, -5.0303], [1.1930, 9.7584, -2.2307], [3.8076, -2.1529, 2.5189], [-6.7989, 5.5027, -5.2540], [-0.2773, 5.6002, -4.0032], [1.6357, 0.5081, -3.9997], [-1.5937, 1.0004, -1.4761], [-2.0181, 4.0985, -4.9986], [-0.2259, -2.0731, -2.5521], [-0.0734, 2.1967, 1.4182], [-1.0098, 2.3373, 0.8966], [-4.0514, 2.9202, -4.4096], [1.3906, 5.1198, -2.1281], [5.4896, -4.6231, 2.1709], [2.3551, 1.7998, 2.5933], [0.8130, 8.8429, -1.7951], [3.5895, 1.4806, 3.2631], [-0.5635, 9.8441, -0.4910], [2.7830, -8.0144, 2.3499], [1.4256, -3.3745, 0.4936], [-4.5601, 3.2886, -2.3517], [-0.2019, -4.6533, -0.4629]]}


{"formula": "C48H46BBrFN12O5Sc", "method": "ωB97M-V/def2-TZVPD", "charge": 2, "e_tot_ha": -6349.242279, "relative_energy_kj_mol": 23.4, "homo_energy_ev": -12.03, "lumo_energy_ev": -4.90, "species": ["C", "H", "N", "H", "H", "C", "C", "C", "O", "C", "C", "H", "C", "C", "C", "C", "N", "C", "C", "H", "H", "C", "C", "C", "N", "C", "H", "C", "C", "C", "C", "H", "H", "H", "H", "C", "H", "H", "C", "H", "H", "N", "H", "H", "C", "C", "C", "O", "H", "Br", "C", "C", "H", "O", "N", "N", "C", "H", "H", "C", "H", "H", "H", "H", "C", "H", "H", "N", "C", "N", "H", "H", "H", "C", "C", "H", "O", "H", "B", "C", "H", "F", "C", "C", "H", "C", "C", "C", "C", "H", "H", "H", "H", "N", "C", "H", "H", "N", "C", "C", "O", "H", "Sc", "C", "H", "N", "H", "C", "C", "H", "H", "H", "C", "C", "N"], "xyz": [[-0.8395, -2.6457, 4.5593], [-7.5362, 2.7418, -3.5048], [5.0729, -1.8525, 0.3914], [-8.2056, 2.5358, -1.8811], [2.2519, -1.6832, 4.6668], [-3.8659, -0.9797, -2.3906], [-7.1720, 0.2660, -4.1976], [-3.1140, -3.6255, -3.1333], [3.7107, 1.0036, 2.8091], [-0.8111, -4.0330, 4.5037], [4.1705, 4.4590, 1.6647], [5.6605, 1.2591, 3.4770], [-5.7186, 0.7170, -4.0131], [-6.0854, 2.0136, -2.0194], [0.1144, 3.4404, -5.1787], [-2.2483, 0.5148, -0.7190], [-7.9578, 0.7599, -3.0089], [0.9157, 2.3497, -2.7738], [-3.2690, -5.0888, -2.8771], [-5.5507, 2.9421, -2.2392], [-5.5504, 1.6781, -4.5131], [-7.5013, 2.1306, -2.6044], [0.6275, 4.2564, 3.6137], [4.8732, -3.3626, 3.7658], [1.9007, 4.1801, -2.0211], [0.9196, 3.3685, 4.6414], [-6.1362, 1.9048, -0.9370], [-1.1590, -3.3332, -1.7394], [5.7829, -0.4239, -1.1436], [-0.5685, -1.3010, -0.5751], [-1.8461, -0.7773, -1.0634], [-7.6271, 0.6861, -5.0927], [6.0290, -3.6487, 1.3223], [3.3830, 5.3224, -0.1080], [-1.3334, -4.6239, 5.2433], [4.4989, -0.1031, -0.7325], [1.0850, 1.2989, 5.2103], [4.3840, 1.7342, 4.6373], [4.0487, -2.9791, 4.8165], [-0.0078, -5.7123, 3.4208], [1.1979, 3.7407, 5.6171], [0.5041, 0.1141, 2.8967], [4.1495, -3.9082, 0.6527], [-2.8003, -5.5080, -1.9989], [0.2362, 2.4095, 2.1252], [-0.1428, -1.9410, 3.5972], [2.7913, 3.2548, 0.1235], [1.8267, -2.6495, 0.0841], [-4.5130, -1.5864, -3.0051], [5.0447, 6.0473, 2.1836], [0.9128, -3.4003, -0.4409], [2.8734, 2.1273, 0.9364], [-0.9155, -4.3519, -2.0105], [2.1777, 0.9911, 0.6400], [1.4356, 2.0682, -1.5185], [4.4066, -2.8429, 2.6333], [4.6727, 1.0127, 3.8701], [0.6804, 5.3211, 3.7898], [-0.2007, 3.8397, -6.1324], [-0.2919, -2.6505, -0.9382], [-5.0512, -0.0030, -4.4782], [5.7547, -3.9782, 3.7547], [-5.2501, -4.1911, -3.3635], [0.0071, 2.0179, 1.1432], [-0.0820, -4.6374, 3.4971], [4.1499, -3.2211, 5.8580], [-4.7112, -3.9624, -1.6340], [-2.3074, -2.8340, -2.2279], [0.8570, 2.0025, 4.4207], [3.2942, -2.1199, 2.8850], [-1.6126, 1.1200, -0.0894], [-0.6390, 1.4800, -5.6204], [2.3025, 5.0993, -1.9499], [3.4403, 4.4330, 0.5021], [-2.6753, -1.5343, -1.9031], [-3.0394, -3.2991, -4.1640], [0.9546, -4.6088, -0.5335], [-7.2755, -0.8177, -4.2159], [4.9318, -3.1775, 1.1966], [0.2772, 3.7747, 2.3599], [-1.3652, -2.1022, 5.3309], [-3.7120, 2.3188, -0.9052], [3.0764, -2.2061, 4.2085], [6.1035, -1.5451, -0.3967], [-8.9606, 0.7443, -3.2063], [-0.1412, 2.0929, -4.8808], [-3.4038, 1.0410, -1.2145], [0.2547, 1.5297, -3.6845], [1.1874, 3.6831, -3.0958], [-7.7837, 0.1228, -2.2262], [6.9966, -2.1442, -0.3790], [1.6490, 1.1845, -0.2141], [4.8912, 3.3833, 3.3626], [-0.1414, -0.5231, 3.7521], [0.5157, 1.5315, 3.1604], [3.8739, 0.7031, -1.0746], [0.0492, 4.4621, 1.5561], [-5.4541, 0.8278, -2.5885], [-4.4316, -4.1681, -2.6578], [0.5867, -3.8415, 2.5722], [0.1766, -0.5722, 0.1165], [-3.2709, -5.7407, -3.7371], [2.1125, -1.1404, 1.2768], [-4.2495, 0.3113, -2.0683], [1.1926, -4.2908, 1.7973], [0.5456, -2.5116, 2.6070], [1.0083, 5.2892, -4.5370], [4.2925, 3.3297, 2.4672], [2.0355, 3.1721, -1.1214], [6.3898, 0.0811, -1.8716], [0.0908, 0.4856, -3.4665], [4.6915, 0.0158, 4.2874], [3.6411, 2.1630, 2.1073], [0.7884, 4.2592, -4.2956], [4.0680, -0.9664, 0.1999]]}


{"formula": "C48H46N2O3", "method": "ωB97M-V/def2-TZVPD", "e_tot_ha": -2191.809162, "homo_energy_ev": -5.78, "lumo_energy_ev": -1.56, "species": ["C", "H", "H", "C", "C", "C", "O", "H", "H", "C", "H", "H", "H", "C", "C", "C", "C", "H", "C", "C", "C", "H", "C", "C", "O", "H", "C", "C", "C", "H", "H", "H", "H", "C", "C", "C", "H", "O", "C", "H", "H", "C", "C", "H", "H", "H", "C", "H", "H", "C", "C", "H", "C", "C", "C", "H", "C", "C", "C", "H", "H", "C", "H", "C", "H", "H", "H", "H", "H", "C", "H", "H", "H", "C", "N", "C", "C", "H", "H", "H", "C", "H", "C", "C", "C", "H", "H", "H", "C", "C", "H", "C", "C", "C", "C", "H", "H", "N", "H"], "xyz": [[3.0169, -3.2848, 7.2206], [-1.0928, -0.2298, 4.7552], [-4.7718, -0.4390, -0.4014], [-0.4985, -0.0302, -6.9166], [-1.8720, 4.5320, -2.5026], [-2.7718, 2.3101, 1.4377], [-2.8265, 2.3680, 2.6621], [6.6931, -1.4031, -4.8371], [-5.9238, 0.4527, 0.6197], [1.6892, -0.0624, -3.2300], [1.9034, -2.8011, -5.0209], [3.6966, -4.4224, -5.6812], [2.4553, -1.8952, -2.3758], [-1.0028, 3.9972, 1.0057], [4.6469, -0.8322, -4.4971], [3.3116, -1.2242, -4.6372], [2.9646, -2.5258, -5.0081], [3.9735, -5.2045, 7.5110], [0.3419, 1.3350, -1.8142], [-0.7542, 5.4672, 0.5992], [1.4771, -3.1752, 5.3608], [0.7153, 1.7620, -3.8898], [2.6674, -5.2243, 5.7889], [3.9760, -3.4170, -5.3637], [-0.1988, 3.4329, 1.7613], [-1.0617, 6.5024, -2.6561], [0.6369, -1.3185, 4.0218], [1.6081, -0.5038, 1.9731], [0.1726, 0.5674, -7.9942], [-0.3545, -0.6013, -4.8184], [-1.5396, -0.3437, -6.9946], [2.8909, -6.2580, 5.5167], [3.3142, 0.7954, -6.6420], [1.5405, 0.0803, -5.6348], [1.7293, -4.5112, 5.0374], [-2.1654, 3.3069, 0.5035], [-0.3633, 0.7659, -8.9238], [-3.3852, 1.3297, 0.7139], [-2.7375, -4.4449, 4.5974], [2.5633, -1.9512, 3.2491], [-3.1345, -5.3128, 4.0677], [-3.0780, 3.8217, -1.8970], [1.8589, -1.0026, -2.2029], [-1.6533, 6.0477, 0.8456], [0.2978, 6.6075, -0.8489], [3.4607, -2.8191, 8.1016], [0.0078, 0.8001, 0.5177], [2.3673, -0.5665, 1.1979], [-0.2325, 2.2462, -1.6322], [-1.6992, -2.2228, 5.9456], [3.2856, -4.6216, 6.8930], [-1.0167, 3.8428, -2.4916], [0.8914, 1.0852, -3.0478], [1.7216, -1.2756, 3.1113], [0.4434, 0.3016, 1.7633], [-0.7807, 1.5478, 0.5033], [0.5261, 0.4133, -0.7377], [5.3156, -3.0102, -5.3195], [1.2013, -0.8168, -1.0002], [-3.2136, 5.0237, -0.1091], [-3.9960, 4.2382, -2.3436], [5.6526, -1.7242, -4.8769], [0.3591, 4.8746, -1.1460], [-3.9661, 0.2505, 1.4813], [-4.1591, 3.5254, -0.1039], [-3.5873, -2.1247, 6.9751], [-4.5401, -4.0899, 5.7398], [1.9378, -1.4876, 6.6246], [6.0969, -3.7010, -5.6433], [-0.9206, -2.9110, 5.0089], [4.8679, 0.1766, -4.1374], [-3.1832, -0.5075, 1.6503], [-4.3295, 0.6480, 2.4379], [-0.3099, 5.6921, -0.8350], [0.4120, -2.4785, 4.7417], [-3.1868, 3.9592, -0.3721], [2.2380, 0.6030, -6.7340], [-2.0873, 4.7367, -3.5636], [2.0666, 1.3618, -8.7407], [-1.2855, -1.3346, 6.4284], [0.1676, -0.2119, -5.7009], [-1.0802, 1.3600, 2.9071], [-5.0978, -0.2743, 0.6338], [-1.4471, 5.8604, -1.8543], [-2.9985, -2.6562, 6.2240], [-2.2917, 6.3962, -1.4085], [-0.7986, -4.5309, 3.5999], [1.2172, -1.6197, -0.2661], [-3.5201, -3.7565, 5.5342], [2.1557, -2.5383, 6.4148], [0.0439, 5.8507, 1.2471], [-0.3710, 0.5405, 2.9052], [-1.4289, -4.0253, 4.3364], [-0.3357, -0.3056, 3.9778], [1.5360, 0.8905, -7.9054], [1.1927, -4.9647, 4.1997], [-3.0588, 2.7562, -2.1804], [2.2737, -0.2615, -4.4724], [-5.4717, -1.2079, 1.0608]]}


- Number 1 is which compound?
  C48H44FeIN3O4P2S2Se2